Entry 1:
{"formula": "C6H16NO", "method": "ωB97M-V with the def2-TZVPD basis set", "elements": ["C", "H", "C", "H", "C", "N", "H", "C", "H", "C", "C", "H", "H", "H", "H", "H", "H", "H", "H", "H", "O", "H", "H", "H"], "xyz": [[0.62, 0.64, -0.32], [-3.11, -1.39, -2.68], [-2.93, -1.32, -1.57], [1.42, 1.34, -0.55], [-2.37, -3.20, 0.23], [4.72, 2.29, 0.47], [-1.86, -4.17, 0.23], [-2.27, -2.51, -1.09], [0.79, -0.53, -0.44], [-0.91, 0.76, -0.39], [-0.17, 1.21, 0.92], [-2.34, 1.05, 0.87], [-1.28, 1.38, -1.23], [-3.15, -2.81, 0.94], [2.96, 0.47, 2.34], [5.20, 2.11, -0.34], [4.00, 1.59, 0.68], [-0.17, 0.42, 1.79], [-1.34, -0.26, -0.44], [0.28, 2.24, 1.09], [2.54, 0.99, 1.63], [4.51, 3.29, 0.58], [-3.53, -0.55, -1.04], [-1.63, -3.02, -1.69]], "nbo_charge": [-0.349, 0.252, -0.078, 0.302, -0.033, -1.078, 0.243, -0.329, 0.235, -0.514, -0.411, 0.271, 0.266, 0.236, 0.441, 0.349, 0.393, 0.284, 0.231, 0.314, -0.872, 0.368, 0.241, 0.236], "e_above_lowest_kj_mol": 1528.6, "orbital_gap_ev": 2.45, "e_homo_ev": -10.542, "lumo_energy_ev": -8.09, "total_charge": 1}

Entry 2:
{"formula": "C35H56BBrCl27N2O8P2", "method": "ωB97M-V with the def2-TZVPD basis set", "elements": ["H", "O", "Cl", "Cl", "Cl", "H", "Cl", "H", "H", "C", "N", "H", "C", "C", "H", "H", "H", "H", "C", "H", "H", "H", "C", "H", "C", "Cl", "C", "O", "Cl", "H", "C", "Cl", "C", "H", "H", "O", "Cl", "C", "Cl", "Cl", "Cl", "H", "Cl", "H", "C", "C", "Cl", "O", "C", "H", "H", "H", "H", "Cl", "C", "C", "H", "Cl", "Br", "O", "H", "Cl", "C", "H", "Cl", "H", "H", "P", "Cl", "H", "H", "C", "H", "C", "Cl", "H", "C", "C", "H", "Cl", "H", "H", "C", "C", "H", "C", "C", "C", "C", "O", "H", "Cl", "Cl", "Cl", "H", "Cl", "C", "Cl", "H", "H", "H", "C", "H", "Cl", "Cl", "H", "H", "C", "H", "H", "O", "C", "C", "H", "C", "H", "H", "H", "C", "H", "H", "P", "H", "H", "B", "C", "N", "H", "O", "C", "H", "H"], "xyz": [[1.91, -4.65, -3.71], [-7.57, 1.41, 1.17], [5.14, -5.44, -6.71], [-7.47, -2.98, 3.47], [-9.93, -3.38, 1.97], [1.25, 2.35, 2.88], [5.20, 6.12, -3.95], [6.50, 0.18, 1.56], [-1.26, 6.69, 1.42], [-1.78, -6.85, 1.00], [3.40, -4.71, -0.79], [2.36, -6.81, -5.60], [-3.51, 6.55, 1.35], [-8.23, -3.85, 2.14], [3.06, 0.79, 5.26], [-6.77, 3.84, -0.25], [4.16, -1.52, 4.84], [2.57, -5.28, -0.58], [1.68, -6.19, -6.27], [-0.45, -4.41, -4.75], [-4.93, 3.84, 0.10], [-7.19, 3.66, 2.33], [-1.60, 3.57, 0.06], [5.99, -5.84, -8.86], [-2.04, 6.03, 0.91], [3.36, -8.62, -13.83], [2.57, 0.01, 4.57], [-0.13, -6.51, -4.35], [-0.08, -6.89, 0.52], [-6.13, 5.96, 1.87], [2.03, 3.08, 2.44], [3.69, 3.70, 5.42], [0.76, -0.46, -0.83], [-5.36, 3.53, 2.67], [-6.99, -0.65, 1.57], [5.94, -0.55, 1.17], [4.79, -6.59, -12.31], [0.64, 2.20, -0.47], [5.44, 9.07, 4.72], [2.48, 6.34, 5.36], [1.67, 0.78, 7.48], [-2.66, 3.21, -0.22], [-9.98, -5.80, -1.54], [3.42, -8.32, -11.50], [-6.00, 5.72, 0.75], [0.76, -3.10, -1.25], [1.88, -6.70, -12.22], [0.73, -3.27, -2.65], [1.43, 0.81, -0.19], [-6.87, 6.11, 0.12], [1.32, 3.11, -0.40], [-8.76, -0.33, 1.20], [-1.37, 1.36, 0.25], [4.16, -7.31, -8.71], [-8.45, -5.53, -2.37], [-4.62, 6.37, 0.20], [-2.69, 4.13, 1.99], [7.11, 9.47, 7.07], [-0.89, -0.42, -1.92], [-0.75, -6.46, -6.61], [-3.81, 6.06, 2.34], [1.90, 4.53, 7.56], [4.99, -5.77, -8.44], [-8.20, -4.92, 2.36], [-2.39, -8.49, 1.26], [3.25, -4.11, -1.62], [-0.44, 2.31, 1.53], [3.31, 2.21, 1.36], [6.23, 5.11, -1.42], [1.16, -5.37, -2.20], [2.11, 0.57, 3.69], [-0.69, 2.28, 0.41], [1.97, -5.08, -6.19], [-1.79, 4.49, 1.37], [-7.36, -3.57, 0.63], [3.65, 3.07, -1.04], [3.12, 5.06, 6.40], [3.31, -0.56, 0.86], [7.05, 4.71, -3.59], [-1.99, -5.87, 2.46], [-7.86, -4.83, -1.79], [1.73, -0.54, 5.10], [0.17, -6.38, -5.75], [-6.26, 1.72, 1.74], [2.55, 3.68, 3.28], [2.81, -1.92, 0.26], [-6.18, 3.31, 1.91], [3.66, -1.01, 3.93], [3.06, 0.09, 8.33], [4.63, -0.18, 3.23], [3.18, -1.84, 3.31], [5.21, 3.26, -3.42], [-7.54, -7.04, -2.51], [5.05, 7.41, 7.07], [4.78, 9.74, 6.87], [-8.72, -4.82, -3.97], [6.06, 4.79, -3.15], [4.54, 0.97, 7.91], [-6.17, 1.25, 2.79], [-4.87, 7.42, -0.20], [1.42, 3.81, 1.80], [4.00, 3.36, 0.02], [-2.35, -6.40, 0.20], [2.79, 0.12, 10.08], [4.14, -4.45, -9.26], [5.14, 3.49, 0.05], [-5.41, 1.30, 1.08], [3.37, -7.65, -12.35], [3.54, 4.41, 0.20], [5.76, -4.26, 0.52], [0.21, -3.87, -0.42], [-7.69, -0.02, 0.94], [5.50, 9.02, 6.48], [-1.26, -5.05, -3.18], [-5.97, 4.11, 0.52], [0.30, 2.13, -1.57], [-4.14, 5.73, -0.63], [-1.22, 4.16, -0.85], [0.96, -4.65, -3.05], [3.18, -0.94, 8.02], [-0.86, 4.39, 2.05], [3.71, -3.56, 0.54], [3.97, 5.46, 6.96], [-1.93, 6.14, -0.23], [4.65, -0.43, 1.82], [-0.34, -5.14, -3.87], [2.62, 0.71, 0.61], [-3.39, 7.68, 1.54], [5.43, -3.33, 0.43], [1.48, -1.81, -0.58], [-7.53, -0.20, -0.18], [1.76, -6.56, -7.35]], "lowdin_charge": [0.142, -0.234, 0.526, 0.531, 0.534, 0.054, 0.540, 0.129, 0.104, -1.540, -0.145, 0.089, -0.205, -1.517, 0.015, 0.117, 0.138, 0.014, -0.029, 0.151, 0.081, 0.124, -0.185, 0.019, -0.200, 0.531, -0.106, -0.062, 0.521, 0.108, -0.277, 0.553, -0.416, 0.109, 0.051, 0.093, 0.502, -0.167, 0.524, 0.513, 0.543, 0.106, 0.515, -0.009, -0.190, -0.411, 0.517, -0.064, -0.120, 0.109, 0.094, 0.090, 0.085, 0.542, -1.563, -0.203, 0.109, 0.540, 0.820, 0.075, 0.105, 0.539, -1.519, 0.020, 0.535, 0.033, 0.087, 0.997, 0.564, 0.112, 0.043, -0.208, 0.084, -0.186, 0.543, 0.026, -1.548, -0.007, 0.021, 0.520, -0.047, 0.062, -0.399, -0.236, -0.016, -0.173, -0.181, -0.199, -1.518, -0.019, 0.112, 0.532, 0.516, 0.571, 0.022, 0.522, -1.504, 0.523, 0.129, 0.108, 0.040, -0.321, 0.015, 0.543, 0.521, -0.009, 0.125, -1.559, 0.066, 0.065, 0.036, -0.141, -1.510, 0.153, -0.191, 0.105, 0.101, 0.113, -0.141, 0.019, 0.090, 0.911, -0.089, 0.103, -0.581, -0.126, -0.153, 0.107, -0.313, -0.024, 0.097, 0.063], "orbital_gap_ev": 6.83, "e_homo_ev": -11.132, "lumo_energy_ev": -4.31, "total_charge": 1}

Entry 3:
{"formula": "C21H16BI2N9OPd", "method": "ωB97M-V with the def2-TZVPD basis set", "elements": ["C", "C", "N", "H", "N", "C", "H", "C", "C", "N", "C", "N", "C", "H", "I", "C", "Pd", "H", "H", "N", "H", "H", "I", "C", "C", "H", "C", "C", "H", "O", "H", "H", "H", "C", "C", "C", "H", "C", "H", "C", "H", "N", "N", "H", "C", "N", "C", "C", "N", "C", "B"], "xyz": [[-3.59, 2.65, -0.70], [2.80, -1.34, 1.17], [-1.11, -2.14, -0.81], [-2.96, -3.00, -1.20], [3.24, -0.92, -2.47], [-1.70, 2.36, 3.92], [-3.90, 4.57, 0.17], [0.06, -3.17, -2.37], [-2.93, 3.22, 1.55], [2.56, -1.78, -1.70], [0.03, 1.70, -2.30], [0.11, -2.29, -1.35], [0.82, 2.28, -1.29], [-2.09, 4.33, 4.65], [-0.78, 1.76, 5.69], [4.35, -2.89, -2.35], [-1.25, -0.77, 0.94], [-3.10, 0.61, -1.26], [0.96, 3.32, -1.07], [0.07, 0.38, -2.26], [5.03, -1.09, -3.51], [-4.02, 2.90, -1.66], [-3.49, 6.07, 2.58], [-2.79, 4.10, 2.65], [-1.23, -3.65, -2.47], [3.67, -1.11, 0.57], [3.20, -2.96, -1.60], [-1.92, -2.95, -1.47], [3.40, -1.36, 3.29], [-1.32, 0.24, 2.94], [1.99, 1.14, 0.24], [-0.57, 2.19, -3.05], [0.94, -3.40, -2.95], [1.28, -1.74, 2.69], [-2.19, 3.66, 3.81], [4.32, -1.58, -2.87], [0.72, -1.90, 3.60], [2.65, -1.46, 2.53], [5.09, -3.65, -2.49], [-3.51, 3.57, 0.31], [-1.61, -4.36, -3.17], [-2.53, 1.01, 0.66], [0.67, -1.81, 1.52], [2.80, -3.76, -0.99], [-3.08, 1.36, -0.48], [0.87, 0.07, -1.22], [1.34, 1.19, -0.62], [-1.77, 1.42, 2.88], [1.61, -1.54, 0.58], [-2.43, 1.90, 1.67], [1.28, -1.37, -0.93]], "nbo_charge": [-0.260, -0.027, -0.298, 0.204, -0.252, -0.314, 0.219, -0.008, -0.113, -0.366, -0.069, -0.337, -0.361, 0.226, 0.099, -0.372, 0.663, 0.208, 0.216, -0.271, 0.195, 0.214, 0.080, -0.215, -0.370, 0.226, -0.049, -0.036, 0.221, -0.739, 0.218, 0.191, 0.225, -0.020, -0.226, -0.076, 0.219, -0.369, 0.216, -0.146, 0.218, -0.442, -0.315, 0.221, 0.056, -0.371, -0.019, 0.446, -0.352, 0.076, 0.940], "s2": 0.75, "orbital_gap_ev": [6.57, 6.72], "e_homo_ev": [-4.365, -4.517], "lumo_energy_ev": [2.21, 2.21], "spin_multiplicity": 2, "total_charge": -1}

Entry 4:
{"formula": "C8H6F4O", "method": "ωB97M-V with the def2-TZVPD basis set", "elements": ["H", "H", "F", "H", "C", "C", "F", "O", "C", "F", "C", "H", "H", "C", "C", "F", "C", "C", "H"], "xyz": [[1.66, 1.81, -1.84], [-2.29, -0.32, 0.18], [-1.91, -0.36, -2.37], [1.87, -0.04, 1.29], [-1.05, -1.30, -1.97], [-1.28, -0.53, 0.43], [-0.10, -1.40, -2.91], [3.16, 1.99, -0.38], [-0.50, -1.04, -0.54], [0.73, -1.53, -0.34], [0.08, 0.20, 2.14], [-1.90, -0.70, 2.47], [0.20, 0.11, 3.27], [-1.04, -0.44, 1.82], [0.96, 1.45, 0.22], [-1.80, -2.37, -1.94], [2.05, 1.75, -0.77], [1.05, 0.55, 1.23], [0.11, 2.14, 0.02]], "nbo_charge": [0.117, 0.234, -0.325, 0.225, 0.931, -0.270, -0.310, -0.499, 0.302, -0.310, -0.190, 0.234, 0.233, -0.219, -0.272, -0.306, 0.401, -0.188, 0.213], "e_above_lowest_kj_mol": 256.5, "smiles": "O=C/C=C/C=C\\C=C(/F)C(F)(F)F", "orbital_gap_ev": 8.96, "e_homo_ev": -9.096, "lumo_energy_ev": -0.13, "total_charge": 0}

Entry 5:
{"formula": "C3H10N4", "method": "ωB97M-V with the def2-TZVPD basis set", "elements": ["C", "H", "H", "C", "H", "N", "C", "N", "H", "N", "H", "H", "H", "H", "H", "N", "H"], "xyz": [[-0.95, -0.41, -0.18], [-1.08, -3.66, -1.04], [-1.34, 2.39, -2.21], [-0.75, 0.81, -1.08], [1.85, 0.29, 2.45], [0.14, 0.60, -0.24], [-0.71, -1.68, -0.83], [2.07, 1.09, 1.80], [1.86, 1.97, 2.23], [-1.30, -2.75, -0.63], [1.36, 0.96, 0.94], [3.04, 0.84, 1.46], [-1.77, -0.25, 0.58], [0.18, -1.75, -1.48], [-2.23, 1.00, -2.62], [-1.39, 1.46, -2.02], [-2.21, -2.75, -0.12]], "nbo_charge": [-0.243, 0.463, 0.439, 0.551, 0.446, -0.458, 0.254, -0.922, 0.461, -0.594, 0.468, 0.469, 0.251, 0.246, 0.467, -0.742, 0.441], "e_above_lowest_kj_mol": 149.2, "orbital_gap_ev": 10.29, "e_homo_ev": -18.101, "lumo_energy_ev": -7.81, "total_charge": 2}

Entry 6:
{"formula": "C3H9NO", "method": "ωB97M-V with the def2-TZVPD basis set", "elements": ["H", "H", "N", "H", "H", "O", "H", "H", "H", "C", "H", "C", "H", "C"], "xyz": [[1.85, 0.07, -1.05], [0.43, -2.45, 1.09], [-0.19, 2.79, 0.65], [-0.39, 1.97, 0.10], [1.70, -1.21, 1.12], [-1.25, -0.93, -0.43], [-1.02, 3.38, 0.62], [0.50, 3.31, 0.12], [0.32, 0.05, -2.13], [0.84, -0.27, -1.24], [0.10, -0.89, 1.82], [0.11, -0.87, -0.31], [-1.62, -1.11, 0.44], [0.63, -1.38, 1.00]], "nbo_charge": [0.213, 0.221, -1.069, 0.364, 0.234, -0.684, 0.352, 0.353, 0.209, -0.534, 0.213, 0.331, 0.478, -0.679], "e_above_lowest_kj_mol": 112.9, "smiles": "C=C(C)O.N", "orbital_gap_ev": 9.75, "e_homo_ev": -8.900, "lumo_energy_ev": 0.85, "total_charge": 0}

DFT total energy (eV)
-9997.46992, -483951.02624, -57857.62915, -21307.32219, -9215.35919, -6793.88516